## one
Below is C5H5NOS in the gas phase, with properties calculated with ωB97M-V with the def2-TZVPD basis set.

Each line ends with the Mulliken charge.
CARTESIAN COORDINATES (ANGSTROEM)
C1 -2.17690 -1.42369 -0.71972  0.04
C2 -1.45292 -0.66655 -0.11735  -0.77
C3 -0.46764 0.18548 0.62210  0.25
C4 0.07764 1.40320 -0.22758  -0.41
O1 1.19451 0.81683 -0.86388  -0.35
C5 1.75063 -0.18976 -0.09583  0.28
S1 3.19419 -0.79467 -0.28725  -0.39
N1 0.78461 -0.52007 0.77968  -0.16
H1 -2.79199 -1.88791 -1.47932  0.41
H2 -0.93609 0.46516 1.56414  0.28
H3 -0.61889 1.81549 -1.00629  0.33
H4 0.50095 2.16657 0.49895  0.27
H5 0.94190 -1.37009 1.33234  0.23

Summary:
- Structure (SMILES): C#C[C@@H]1COC(=S)N1
- M: 127.17 g/mol

---

## two
Below is C5H5NOS in the gas phase, with properties calculated with ωB97M-V with the def2-TZVPD basis set.

Each line ends with the Mulliken charge.
CARTESIAN COORDINATES (ANGSTROEM)
C1 -2.64217 -1.20117 0.19528  0.00
C2 0.81753 -0.46789 0.23268  0.90
C3 -1.87137 -0.08283 0.91428  -0.50
C4 -0.54108 -0.06844 0.17078  0.03
C5 1.64794 0.74820 0.06506  -1.19
N1 -2.04585 -1.58316 -0.79500  -0.43
O1 1.15122 -1.59518 0.28089  -0.50
S1 -1.39864 1.42256 -0.05034  -0.07
H1 -3.65608 -1.40269 0.36852  0.43
H2 -1.97506 0.05937 2.01121  0.36
H3 1.46349 1.17217 -0.95060  0.31
H4 2.77118 0.62025 -0.02423  0.32
H5 1.33097 1.49200 0.83308  0.35

Summary:
- M: 127.17 g/mol

---

Result of the stability comparison: two is the least stable of them.

---

## one
Below is 13 unconnected molecules or ions with the total composition C5H38N2O13, with properties calculated with ωB97M-V with the def2-TZVPD basis set.

Each line ends with the Mulliken charge.
CARTESIAN COORDINATES (ANGSTROEM)
C1 -2.11912 0.09374 2.33068  -0.62
N1 -1.96908 0.73174 1.04881  0.56
C2 -3.09624 0.62411 0.11185  -0.85
N2 -3.47173 -0.80355 -0.20008  -0.53
C3 -0.73981 0.63321 3.03800  -0.69
C4 0.43015 -0.16461 2.61520  1.64
C5 1.38852 -0.66642 3.66987  -1.42
O1 1.19950 1.00331 2.09280  -0.56
H1 -3.12988 0.56328 2.88182  0.31
H2 -2.21494 -0.97929 2.47453  0.26
H3 -1.12692 0.30191 0.62679  -0.23
H4 -4.07229 1.04279 0.51322  0.26
H5 -2.66590 1.31649 -0.66353  0.38
H6 -2.60930 -1.45119 -0.35798  0.21
H7 -4.00116 -1.08754 0.62280  0.34
H8 -0.84853 0.66550 4.19646  0.35
H9 -0.63223 1.73272 2.74217  0.05
H10 0.34554 -0.76340 1.71981  -0.51
H11 1.14784 -0.37473 4.81631  0.26
H12 1.35032 -1.80279 3.71909  0.35
H13 2.44624 -0.73962 3.40611  0.34
H14 1.64497 0.73810 1.26395  0.26
H15 -1.62720 0.93098 -3.68811  0.30
H16 -2.94780 0.57300 -3.42971  0.27
O2 -2.12307 0.12776 -3.30777  -0.56
H17 3.04836 -2.74144 1.91567  0.25
H18 1.48285 -3.07473 1.54348  0.24
O3 2.17746 -2.51676 1.64009  -0.51
H19 2.18601 3.65522 -1.65029  0.35
H20 0.70090 3.54812 -1.29552  0.26
O4 1.28082 3.46606 -2.04857  -0.65
H21 0.15070 -2.48587 -1.02899  0.35
H22 1.53948 -3.26353 -1.29139  0.32
O5 1.02370 -2.54451 -1.64680  -0.67
H23 3.13725 -2.48395 -1.81713  0.33
H24 2.81526 -1.04505 -1.21107  0.24
O6 3.45943 -1.81177 -1.16262  -0.64
H25 1.44760 -0.17792 -3.66834  0.11
H26 1.61785 1.35037 -3.25389  0.28
O7 1.70132 0.47658 -2.95396  -0.41
H27 -1.70850 -3.96953 0.60430  0.28
H28 -1.17299 -2.50352 0.87428  0.25
O8 -0.95702 -3.38637 0.61495  -0.65
H29 3.09149 1.42220 -1.45704  0.33
H30 4.38304 2.01095 -1.15582  0.28
O9 3.56063 2.32969 -1.05315  -0.61
H31 0.60099 -1.70557 -4.40689  0.25
H32 0.64516 -2.52118 -3.16540  0.40
O10 0.02347 -2.26168 -4.04021  -0.62
H33 0.79547 -0.67499 -0.74228  -0.02
H34 -0.24119 -0.31916 -1.75881  0.25
O11 -0.14636 -0.59112 -0.67117  -0.16
H35 0.15566 2.33612 0.84434  0.36
H36 0.47009 3.51952 1.73287  0.32
O12 0.27490 3.34179 0.80558  -0.69
H37 -2.21608 3.43213 -1.09519  0.31
H38 -2.92632 3.32492 0.35737  0.34
O13 -2.95931 3.61947 -0.60147  -0.64

Summary:
- M: 334.36 g/mol

---

## two
Below is 13 unconnected molecules or ions with the total composition C5H38N2O13, with properties calculated with ωB97M-V with the def2-TZVPD basis set.

Each line ends with the Mulliken charge.
CARTESIAN COORDINATES (ANGSTROEM)
C1 -1.38995 1.46021 -1.23793  -2.04
C2 -0.94418 1.03040 0.17174  1.03
C3 -2.14712 0.53477 1.04590  0.72
C4 -3.30948 -0.08920 0.29920  -1.33
O1 -2.69058 1.66372 1.71435  -0.66
N1 0.05809 -0.07782 0.16366  1.22
C5 1.36222 0.33938 -0.33250  -0.44
N2 2.35524 -0.70438 0.06304  -0.39
H1 -1.68900 0.60709 -1.81859  0.27
H2 -0.55417 1.90934 -1.74670  0.50
H3 -2.17319 2.14252 -1.18819  0.64
H4 -0.45656 1.90536 0.70550  -0.15
H5 -1.77113 -0.19472 1.88418  0.11
H6 -3.00623 -1.09072 -0.17313  0.17
H7 -4.17655 -0.22010 0.97986  0.45
H8 -3.67935 0.52222 -0.55545  0.24
H9 -2.03484 1.98941 2.36680  0.45
H10 -0.28884 -0.86837 -0.38605  -0.32
H11 1.34812 0.41475 -1.42991  -0.10
H12 1.64012 1.36579 0.07189  -0.18
H13 2.56386 -0.66855 1.06688  0.17
H14 3.24672 -0.51283 -0.39492  0.28
H15 1.74421 -2.06130 -1.21069  0.42
H16 2.43698 -2.93543 -2.30779  0.21
O2 1.63776 -2.51790 -2.07431  -0.67
H17 0.11000 2.58457 2.86066  0.39
H18 -0.65669 2.64748 4.13097  0.27
O3 -0.60218 2.14646 3.34758  -0.67
H19 -0.95016 -2.90990 0.67354  0.42
H20 -2.30584 -3.52034 0.29908  0.23
O4 -1.63175 -3.05106 -0.05424  -0.66
H21 0.97279 1.19289 -3.21251  0.26
H22 1.16972 2.39787 -3.91733  0.29
O5 1.35106 2.05552 -3.10530  -0.57
H23 1.52074 3.20584 1.11008  0.32
H24 2.23184 2.28107 2.15164  0.42
O6 1.58423 2.99814 2.07143  -0.79
H25 -2.09176 -1.61899 -1.86266  0.13
H26 -1.53209 -2.49780 -2.90712  0.52
O7 -1.87871 -1.60451 -2.76306  -0.84
H27 0.94941 -2.20168 1.24612  0.37
H28 0.08849 -2.06799 2.52411  0.39
O8 0.28141 -2.73827 1.77734  -0.86
H29 1.01683 -1.20850 -3.09733  0.35
H30 -0.47417 -0.76050 -3.23313  0.37
O9 0.46818 -0.45854 -3.38643  -0.80
H31 1.08789 4.27375 -1.01056  0.30
H32 1.45732 2.92142 -1.60928  0.22
O10 1.47618 3.44033 -0.80649  -0.60
H33 -0.10086 0.46038 3.31643  0.47
H34 0.30976 -0.22346 1.99218  0.27
O11 0.36148 -0.31999 3.00108  -0.90
H35 3.43201 0.32002 3.49389  0.25
H36 1.97260 0.16590 2.99598  0.53
O12 2.90609 0.50684 2.75036  -0.72
H37 0.20124 -3.53232 -2.35910  0.45
H38 -0.95464 -3.89691 -1.48696  0.43
O13 -0.62903 -3.93265 -2.37578  -0.86

Summary:
- M: 334.36 g/mol

---

Result of the stability comparison: one is the least stable of them.

---

## one
Below is a gas-phase ion, C3H7O (charge -1), with properties calculated with ωB97M-V with the def2-TZVPD basis set.

Each line ends with the Mulliken charge.
CARTESIAN COORDINATES (ANGSTROEM)
C1 -0.38964 1.11419 0.58409  -1.05
C2 0.02123 -0.34421 0.49411  -0.36
C3 0.36368 -0.85728 -0.96893  -0.42
O1 -0.22903 -0.18657 -1.96535  -0.88
H1 -0.30608 1.55493 1.58672  0.36
H2 -1.43214 1.24036 0.32296  0.25
H3 0.21604 1.69783 -0.10192  0.27
H4 0.93852 -0.50570 1.07731  0.24
H5 -0.76187 -0.99960 0.90582  0.27
H6 1.48199 -0.76796 -1.03087  0.14
H7 0.09729 -1.94599 -0.90394  0.18

Summary:
- Structure (SMILES): CCC[O-]
- Charge: -1
- M: 59.09 g/mol

---

## two
Below is 2 unconnected molecules or ions with the total composition C3H7O, with properties calculated with ωB97M-V with the def2-TZVPD basis set.

Each line ends with the Mulliken charge.
CARTESIAN COORDINATES (ANGSTROEM)
O1 -1.41022 -1.83686 0.55914  -0.91
H1 -0.66520 -1.43453 -0.16037  0.30
C1 0.16053 1.69774 0.09321  -0.78
C2 0.70379 0.39906 0.24599  -0.09
C3 0.57405 -0.65463 -0.66903  -1.07
H2 0.00606 2.23752 1.02094  0.22
H3 -1.87217 -0.99621 0.77911  0.28
H4 -0.10542 2.16767 -0.91413  0.20
H5 0.87707 0.07336 1.22563  0.31
H6 1.26783 -1.50614 -0.51458  0.28
H7 0.46367 -0.14697 -1.66591  0.27

Summary:
- Charge: -1
- M: 59.09 g/mol

---

## three
Below is 2 unconnected molecules or ions with the total composition C3H7O, with properties calculated with ωB97M-V with the def2-TZVPD basis set.

Each line ends with the Mulliken charge.
CARTESIAN COORDINATES (ANGSTROEM)
C1 -0.67847 -1.21857 1.72609  -0.62
O1 -0.07644 -0.02594 1.46735  -0.83
H1 -0.53536 -1.56983 2.76731  0.21
H2 -1.82834 -1.25620 1.56866  0.14
H3 -0.28556 -2.09386 1.18985  0.17
C2 0.61313 0.45477 -1.07224  -0.32
C3 0.58606 1.63722 -1.77179  -0.63
H4 1.22438 -0.38806 -1.48671  0.20
H5 -0.11736 0.25868 -0.22940  0.17
H6 0.90032 1.64460 -2.79686  0.24
H7 0.19766 2.55720 -1.36226  0.26

Summary:
- Charge: -1
- M: 59.09 g/mol

---

Result of the stability comparison: three is the least stable of them.